Below is the molecule C7H10, with properties calculated with ωB97M-V/def2-TZVPD.

Results
- HOMO-LUMO gap: 9.44 eV
- Charge: 0
- SMILES: C#CC1(CC)CC1
- Molar mass: 94.16 g mol⁻¹
- Energy relative to the best compared isomer or geometry (same formula, charge and spin): 88.8 kcal/mol
- Calculated total energy: -272.5765 Ha

```
17
Properties=species:S:1:pos:R:3:forces:R:3:mulliken_charge:R:1
C -0.424 2.357 -0.070 0.0 -0.3 -0.1 -1.19
C -0.168 1.042 0.713 -0.2 -0.4 0.1 -0.55
C 0.040 -0.313 -0.066 -0.4 -1.0 0.6 0.68
C 1.457 -0.803 -0.015 0.5 -0.1 -0.1 -0.63
C 0.481 -1.664 0.681 0.5 0.2 0.9 -0.73
C -0.858 -1.048 -0.937 -0.3 1.0 -1.2 -0.78
C -1.501 -1.848 -1.581 0.1 0.9 -0.2 0.09
H 0.319 2.545 -0.853 -0.1 -0.2 0.1 0.32
H -0.368 3.221 0.615 0.0 -0.5 -0.1 0.36
H -1.416 2.385 -0.529 0.1 -0.1 0.0 0.31
H 0.763 1.223 1.276 -0.3 -0.4 -0.1 0.34
H -0.950 0.944 1.469 -0.1 -0.1 -0.1 0.31
H 1.897 -1.161 -0.934 0.2 -0.2 0.1 0.26
H 2.106 -0.255 0.652 0.1 0.4 -0.4 0.26
H 0.260 -1.658 1.732 0.7 0.2 0.5 0.24
H 0.375 -2.659 0.242 -0.8 0.7 0.0 0.24
H -2.013 -2.307 -2.393 -0.1 -0.2 0.2 0.45
```
Positions in Å, forces in eV/Å.

=====

Below is the ion C7H10Br2NO with charge +1, with properties calculated with ωB97M-V/def2-TZVPD.

Results
- HOMO-LUMO gap: 8.50 eV
- Charge: +1
- Molar mass: 283.97 g mol⁻¹
- Energy relative to the best compared isomer or geometry (same formula, charge and spin): 57.9 kcal/mol
- Calculated total energy: -5550.3425 Ha

```
21
Properties=species:S:1:pos:R:3:forces:R:3:mulliken_charge:R:1
C 1.739 1.393 0.145 0.9 -1.5 -0.8 -0.40
C 0.352 1.782 0.266 -2.6 -2.8 -0.5 0.54
C 2.111 0.102 -0.062 -5.0 0.1 0.7 -0.05
C -0.730 0.906 0.442 1.1 2.7 -0.1 0.37
C 0.425 -1.323 -0.043 2.2 1.1 -1.2 0.18
C -2.164 1.410 0.531 2.6 4.5 1.5 -1.80
C -0.060 -1.644 -1.454 4.1 -4.2 0.1 -1.35
N -0.533 -0.517 0.774 0.7 -0.4 1.8 0.05
O 0.877 -2.369 0.734 -1.9 1.9 0.5 -0.51
Br -0.077 3.519 -0.222 0.4 0.7 0.1 -0.11
Br 3.682 -0.706 -0.107 1.3 -0.7 -0.2 0.00
H 2.456 2.193 0.001 0.2 0.0 0.4 0.41
H -2.427 1.839 1.555 0.8 -0.5 -0.8 0.33
H -2.958 0.831 0.385 -2.8 -3.3 -1.2 0.54
H -2.313 2.333 -0.117 0.3 -1.5 0.6 0.36
H -0.795 -2.469 -1.618 0.5 0.3 1.0 0.38
H 0.948 -2.041 -2.084 -2.7 1.3 1.6 0.32
H -0.461 -0.855 -1.922 -1.0 3.3 -1.7 0.43
H -0.050 -0.653 1.727 -1.3 0.5 -1.0 0.44
H -1.527 -0.852 0.810 1.2 -0.6 0.1 0.40
H 1.507 -2.878 0.259 1.0 -0.9 -0.8 0.45
```
Positions in Å, forces in eV/Å.

=====

Below is the molecule C7H10BrFN3OP, with properties calculated with ωB97M-V/def2-TZVPD.

Results
- HOMO-LUMO gap: 9.71 eV
- Charge: 0
- SMILES: CP(O)[C@@](C#N)(CCN)[C@](F)(Br)C#N
- Molar mass: 282.05 g mol⁻¹
- Calculated total energy: -3527.4366 Ha

```
24
Properties=species:S:1:pos:R:3:forces:R:3:mulliken_charge:R:1
C 1.651 1.844 0.783 0.0 0.1 0.0 -1.02
P 0.244 2.022 -0.358 0.3 0.0 -0.2 -0.06
O -0.685 3.074 0.494 0.2 0.2 -0.1 -0.43
C -0.721 0.390 -0.203 -0.1 0.0 0.2 1.20
C -2.025 0.759 -0.765 -0.1 0.0 0.1 -0.35
N -3.041 1.053 -1.210 -0.1 0.1 -0.1 -0.52
C -0.021 -0.581 -1.216 0.0 -0.2 0.1 -0.97
C 0.339 -2.016 -0.817 0.8 0.0 0.0 -0.76
N 1.784 -2.096 -0.503 -0.3 0.1 -0.1 -0.52
C -1.049 -0.135 1.230 -0.4 0.8 0.0 0.55
F -1.561 0.938 1.946 0.2 -0.5 -0.3 -0.30
Br 0.432 -0.818 2.250 0.1 -0.2 0.1 0.00
C -2.097 -1.173 1.193 0.2 -0.3 0.1 0.03
N -2.839 -2.047 1.166 0.0 0.1 -0.1 -0.41
H 2.216 2.770 0.668 0.0 0.0 0.0 0.40
H 2.301 1.016 0.505 0.0 -0.1 0.0 0.33
H 1.340 1.762 1.820 0.0 0.0 0.0 0.30
H -0.765 3.866 -0.052 -0.3 0.0 0.2 0.36
H -0.651 -0.620 -2.101 -0.1 0.1 0.0 0.42
H 0.901 -0.102 -1.554 0.1 0.0 0.0 0.52
H -0.200 -2.379 0.051 -0.2 -0.1 0.0 0.47
H 0.102 -2.664 -1.662 -0.3 -0.1 0.0 0.35
H 2.301 -1.801 -1.325 0.1 0.0 0.0 0.22
H 2.042 -3.062 -0.341 0.0 0.0 0.1 0.22
```
Positions in Å, forces in eV/Å.

=====

Below is the ion C7H10BrN2 with charge +1, with properties calculated with ωB97M-V/def2-TZVPD.

Results
- HOMO-LUMO gap: 9.07 eV
- Charge: +1
- SMILES: Br\C=C/N=C\[NH+]=C\C1CC1
- Molar mass: 202.08 g mol⁻¹
- Energy relative to the best compared isomer or geometry (same formula, charge and spin): 94.7 kcal/mol
- Calculated total energy: -2955.8544 Ha

```
20
Properties=species:S:1:pos:R:3:forces:R:3:mulliken_charge:R:1
C -0.713 0.749 -2.160 -1.8 -1.2 -0.5 -0.03
C 1.393 0.051 -2.100 -0.6 0.5 -0.7 -0.24
C 0.521 -1.045 2.248 -1.0 2.1 0.1 -0.65
C -0.753 -0.134 2.278 1.1 1.4 -0.7 -0.48
C -1.068 1.400 -1.011 -0.7 -0.3 -0.2 -0.15
C -0.386 -0.841 1.000 1.0 -0.2 -0.2 -0.34
C 0.301 -0.078 -0.083 0.6 0.4 2.8 -0.29
N 0.467 0.664 -2.726 1.5 0.3 0.7 -0.28
N 1.189 -0.689 -0.915 -1.9 -2.5 -1.1 -0.20
Br -0.332 3.101 -0.684 0.0 -0.3 0.5 0.03
H -1.431 0.114 -2.702 -0.3 0.2 0.6 0.31
H 2.341 0.135 -2.497 2.1 -0.5 -0.8 0.49
H 1.550 -0.558 2.345 -1.8 -0.8 -0.2 0.24
H 0.329 -1.981 2.706 0.5 -0.9 0.3 0.33
H -1.768 -0.302 2.738 1.6 -0.1 -0.2 0.30
H -0.400 0.949 2.206 -1.0 -1.4 0.4 0.21
H -2.092 1.172 -0.656 0.7 0.6 0.0 0.39
H -0.869 -1.778 0.762 -0.3 0.1 -0.4 0.62
H 0.765 0.833 0.356 -0.6 -0.3 -0.7 0.35
H 0.957 -1.763 -1.107 0.9 2.8 0.5 0.39
```
Positions in Å, forces in eV/Å.

=====

Below is the ion C7H10BrN2 with charge +1, with properties calculated with ωB97M-V/def2-TZVPD.

Results
- HOMO-LUMO gap: 9.25 eV
- Charge: +1
- SMILES: N[C@]([NH3+])(Br)c1ccccc1
- Molar mass: 202.08 g mol⁻¹
- Energy relative to the best compared isomer or geometry (same formula, charge and spin): 12.6 kcal/mol
- Calculated total energy: -2955.9852 Ha

```
20
Properties=species:S:1:pos:R:3:forces:R:3:mulliken_charge:R:1
C -1.643 0.925 2.147 0.1 0.4 0.1 -0.38
C -1.183 -0.394 2.163 -0.7 0.2 1.0 -0.52
C -1.317 1.747 1.098 -0.6 1.7 -1.2 -0.47
C -0.307 -0.843 1.164 -0.2 1.2 -0.4 -0.61
C -0.512 1.324 0.031 1.1 0.8 1.3 -0.32
C 0.085 0.076 0.124 0.0 -1.2 -0.1 0.68
C 1.055 -0.391 -1.002 -0.4 2.3 2.2 0.20
N 1.945 -1.332 -0.648 -0.4 -0.5 -3.9 -0.44
N 0.285 -0.741 -2.163 -2.4 1.8 -2.4 -0.29
Br 2.023 1.359 -1.974 -0.3 -0.9 0.6 -0.17
H -2.205 1.367 2.983 0.1 -0.6 -0.5 0.37
H -1.628 -0.920 3.059 1.2 -0.3 -1.4 0.31
H -1.699 2.808 1.039 0.5 -1.3 0.3 0.33
H 0.053 -1.856 1.156 0.1 -0.2 0.1 0.44
H -0.038 2.107 -0.583 -0.8 -0.6 -0.1 0.22
H 2.636 -1.547 -1.380 -0.1 -0.1 1.1 0.29
H 2.178 -1.339 0.273 1.3 -0.1 2.9 0.21
H -0.202 0.188 -2.516 0.9 -2.3 0.8 0.43
H -0.393 -1.496 -2.054 -0.3 0.0 0.7 0.36
H 0.866 -1.042 -2.917 0.9 -0.1 -0.9 0.36
```
Positions in Å, forces in eV/Å.

=====

Below is a structure of composition C7H10CeClN, with properties calculated with ωB97M-V/def2-TZVPD.

Results
- HOMO-LUMO gap: 6.43 eV
- Charge: 0
- Molar mass: 283.73 g mol⁻¹
- Calculated total energy: -1262.7234 Ha

```
20
Properties=species:S:1:pos:R:3:forces:R:3:mulliken_charge:R:1
C 1.055 -0.876 -1.818 -0.9 0.3 -0.7 -0.34
C 0.451 0.375 -2.175 -0.4 -0.7 -0.8 -0.43
C -0.962 0.151 -2.363 0.8 -1.0 -0.7 -0.60
C -1.219 -1.252 -2.113 0.6 0.5 -0.8 -0.54
C 0.031 -1.875 -1.773 -0.2 0.9 -0.6 -0.55
Ce -0.729 -0.137 0.092 2.4 1.8 2.5 1.01
N 1.096 -0.075 1.225 0.1 -0.9 0.4 -0.34
C 1.626 1.289 1.411 -0.2 0.3 0.5 -0.24
C 0.981 2.122 0.351 -1.6 -1.0 -1.2 -1.10
H -1.698 0.910 -2.656 0.3 -0.4 0.2 0.46
H 0.971 1.318 -2.356 -0.3 -0.6 0.2 0.49
H -2.200 -1.728 -2.145 0.4 0.1 0.0 0.47
H 0.186 -2.937 -1.578 -0.1 0.4 0.1 0.43
H 2.124 -1.047 -1.718 -0.4 0.1 0.3 0.40
H 1.585 2.345 -0.531 -0.4 0.2 0.4 0.26
H 2.735 1.291 1.349 -0.5 0.0 0.0 0.33
H 1.713 -0.819 1.558 -0.1 0.3 0.0 0.19
H 0.142 2.788 0.602 0.8 0.2 0.0 0.38
H 1.325 1.706 2.397 0.4 -0.5 -0.2 0.21
Cl -2.595 -0.064 1.806 -0.6 0.0 0.4 -0.49
```
Positions in Å, forces in eV/Å.

=====

Below is a cluster of 2 separate species, C7H10Cl2INO2S in total, with properties calculated with ωB97M-V/def2-TZVPD.

Results
- HOMO-LUMO gap: 10.02 eV
- Charge: 0
- SMILES: O=C(I)C[C@@H]1C(=O)NC[C@H]1S.ClCCl
- Molar mass: 370.04 g mol⁻¹
- Calculated total energy: -2094.2411 Ha

```
24
Properties=species:S:1:pos:R:3:forces:R:3:mulliken_charge:R:1
O 3.255 -2.362 0.896 0.0 0.1 -0.1 -0.42
C 2.976 -1.549 0.084 -0.1 -0.1 0.3 0.15
I 3.942 -1.554 -1.852 0.0 0.0 -0.1 0.00
C 1.955 -0.446 0.240 0.0 0.4 0.1 -0.74
C 0.658 -0.773 -0.487 0.3 -0.2 -0.5 0.55
C -0.119 0.415 -1.034 -0.4 0.4 -0.3 0.24
O 0.216 1.573 -1.086 0.0 -0.4 0.2 -0.57
N -1.408 -0.057 -1.423 0.5 -0.1 1.1 -0.37
C -1.491 -1.467 -0.960 0.4 0.0 0.0 -0.84
C -0.492 -1.505 0.209 -0.3 0.3 0.1 -0.19
S -0.238 -3.148 0.894 0.0 -0.3 -0.3 -0.20
H 1.812 -0.299 1.315 -0.1 0.0 -0.1 0.36
H 2.374 0.472 -0.186 -0.1 -0.1 0.1 0.38
H 0.906 -1.355 -1.392 0.1 -0.1 0.2 0.11
H -2.063 0.503 -0.879 -0.3 0.2 -0.6 0.33
H -2.511 -1.762 -0.717 0.1 0.1 0.0 0.42
H -1.084 -2.112 -1.746 -0.4 0.0 0.0 0.36
H -0.913 -0.852 0.988 0.2 -0.1 0.0 0.31
H 0.821 -2.868 1.662 0.0 0.1 0.0 0.12
C -1.625 3.792 0.986 0.1 0.0 -0.1 -0.12
Cl -2.857 2.715 1.668 0.0 -0.1 -0.1 -0.17
Cl -1.642 5.384 1.750 0.0 0.0 0.0 -0.17
H -0.653 3.342 1.142 0.0 0.0 0.0 0.19
H -1.822 3.912 -0.072 0.0 0.0 0.0 0.27
```
Positions in Å, forces in eV/Å.

=====

Below is the ion C7H10Cl2NO with charge +1, with properties calculated with ωB97M-V/def2-TZVPD.

Results
- HOMO-LUMO gap: 7.68 eV
- Charge: +1
- SMILES: CO/[N+](C)=C(Cl)/C=C\C=C\Cl
- Molar mass: 195.07 g mol⁻¹
- Energy relative to the best compared isomer or geometry (same formula, charge and spin): 55.0 kcal/mol
- Calculated total energy: -1322.6445 Ha

```
21
Properties=species:S:1:pos:R:3:forces:R:3:mulliken_charge:R:1
C 1.501 -0.217 -2.133 -2.6 0.5 -0.4 -0.27
C 1.856 -0.506 -0.816 3.4 -1.9 1.6 -0.35
C 0.252 0.264 -2.487 0.2 -2.0 2.2 -0.60
C 1.163 -0.390 0.350 -0.9 0.7 -0.4 0.51
C -0.913 -0.062 -1.749 0.2 -1.5 2.0 0.18
C -1.113 -1.265 0.836 1.2 3.2 2.7 -1.09
C -0.575 1.508 2.356 0.3 0.2 -2.0 -0.67
N -0.255 -0.141 0.398 1.9 1.9 -0.2 0.09
O -0.495 1.198 0.909 0.5 -1.5 -1.0 -0.22
Cl 2.005 -0.338 1.848 0.1 -0.2 -0.2 -0.14
Cl -2.271 0.981 -1.642 0.8 -0.9 -0.4 -0.01
H 2.240 -0.330 -2.881 0.8 0.4 -0.6 0.45
H 2.998 -0.832 -0.690 -2.7 0.9 -0.1 0.23
H 0.048 0.752 -3.360 -0.1 1.5 -2.4 0.49
H -1.030 -1.168 -1.375 -0.2 2.4 -1.3 0.31
H -1.976 -1.028 0.285 -1.8 -0.7 0.1 0.42
H -0.547 -2.085 0.523 0.2 -1.8 -0.2 0.45
H -1.157 -1.130 1.982 -0.4 -0.9 -1.8 0.37
H 0.207 0.913 2.845 -0.6 0.7 0.4 0.31
H -1.613 1.261 2.577 0.3 0.4 0.9 0.32
H -0.327 2.616 2.223 -0.5 -1.5 1.0 0.24
```
Positions in Å, forces in eV/Å.

=====

Below is a structure of composition C7H10ClNO4Ti, with properties calculated with ωB97M-V/def2-TZVPD.

Results
- HOMO-LUMO gap (spin up / spin down): 3.29 / 4.24 eV
- Charge: -2
- Multiplicity: 3
- Molar mass: 255.48 g mol⁻¹
- Energy relative to the best compared isomer or geometry (same formula, charge and spin): 71.5 kcal/mol
- Calculated total energy: -1937.6879 Ha

```
24
Properties=species:S:1:pos:R:3:forces:R:3:mulliken_charge:R:1
C 0.034 1.506 -1.704 0.5 -1.0 -0.9 -0.45
C -0.925 0.437 -1.715 1.3 -0.7 -1.1 -0.13
C -0.243 -0.769 -2.113 -0.1 1.9 -1.3 -0.61
C 1.134 -0.433 -2.404 -1.1 0.9 -0.6 -0.57
C 1.309 0.984 -2.137 -0.9 0.3 -0.8 -0.41
Ti 0.991 -0.205 -0.216 -1.3 1.6 2.9 0.70
N -0.313 0.919 1.300 1.5 1.0 -0.3 -0.21
C -1.450 1.085 2.160 -0.9 -0.9 -1.0 -0.28
C -2.381 -0.027 1.929 -1.7 -2.2 -0.3 -0.93
H -0.715 -1.728 -2.285 0.3 0.1 0.4 0.36
H -1.992 0.507 -1.509 0.5 0.0 0.4 0.45
H 1.884 -1.116 -2.786 -0.1 0.1 0.3 0.37
H 2.242 1.564 -2.248 -0.7 -0.6 0.2 0.35
H -0.188 2.538 -1.430 0.2 -0.4 0.1 0.37
H -3.150 -0.069 1.112 0.9 0.4 0.7 0.28
H -2.114 1.969 1.858 0.9 0.0 1.0 0.19
H 0.259 1.671 1.675 0.8 0.0 -0.4 -0.02
H -2.236 -1.026 2.383 0.2 0.7 -0.2 0.28
H -1.143 0.990 3.235 -0.4 0.9 -0.4 0.27
O 1.614 -1.721 2.634 0.2 -1.6 3.7 -0.61
Cl 1.904 -2.002 1.221 0.9 0.0 3.4 0.91
O 2.665 -0.212 0.323 -1.2 3.5 -2.7 -0.94
O 2.546 -3.089 0.553 2.5 -5.2 -0.6 -0.62
O 0.268 -1.775 0.165 -2.4 1.1 -2.4 -0.74
```
Positions in Å, forces in eV/Å.

=====

Below is the molecule C7H10F2IN, with properties calculated with ωB97M-V/def2-TZVPD.

Results
- HOMO-LUMO gap: 9.77 eV
- Charge: 0
- SMILES: C=N[C@H]1CCCC(F)(F)[C@H]1I
- Molar mass: 273.06 g mol⁻¹
- Energy relative to the best compared isomer or geometry (same formula, charge and spin): 0.0 kcal/mol
- Calculated total energy: -824.8600 Ha

```
21
Properties=species:S:1:pos:R:3:forces:R:3:mulliken_charge:R:1
C -1.913 2.170 0.050 -3.9 3.6 -2.2 -0.40
C 0.630 -0.824 1.480 1.6 1.2 -0.5 -0.60
C 1.129 0.547 0.878 -0.6 -1.6 -0.7 -1.07
C 0.677 -1.881 0.376 1.8 0.6 0.6 -0.81
C 0.200 1.141 -0.161 -1.7 -4.4 -0.2 -0.23
C 0.126 -0.065 -1.372 -0.1 3.1 1.1 -1.12
C -0.164 -1.445 -0.801 -0.1 1.2 1.6 0.99
N -1.157 1.303 0.397 4.1 -3.7 0.7 -0.25
F -1.465 -1.503 -0.376 -0.5 0.3 0.2 -0.27
F -0.085 -2.314 -1.763 0.4 -2.1 -2.3 -0.34
I -1.365 0.524 -2.807 0.1 -0.2 -0.1 0.08
H -2.989 2.017 0.230 0.2 0.3 0.7 0.26
H -1.776 3.073 -0.602 0.7 -0.6 0.3 0.27
H 1.453 -0.985 2.245 -1.6 -0.5 -0.4 0.30
H -0.391 -0.725 1.815 0.0 0.1 0.8 0.42
H 1.116 1.260 1.640 0.6 1.1 1.5 0.43
H 2.146 0.396 0.450 -0.6 0.3 0.4 0.38
H 1.774 -1.844 0.122 -1.0 -0.8 -0.4 0.33
H 0.360 -2.879 0.733 0.2 0.5 -0.4 0.33
H 0.644 1.977 -0.556 0.7 2.3 -1.4 0.66
H 1.051 0.055 -1.978 -0.5 -0.6 0.8 0.63
```
Positions in Å, forces in eV/Å.

=====

Below is a structure of composition C7H10F2KNO10S2, with properties calculated with ωB97M-V/def2-TZVPD.

Results
- HOMO-LUMO gap: 7.17 eV
- Charge: 0
- Molar mass: 409.38 g mol⁻¹
- Energy relative to the best compared isomer or geometry (same formula, charge and spin): 109.2 kcal/mol
- Calculated total energy: -2675.8460 Ha

```
33
Properties=species:S:1:pos:R:3:forces:R:3:mulliken_charge:R:1
K -6.623 -10.299 6.382 -0.2 0.4 0.0 0.99
N -10.539 -5.636 7.447 -1.3 -2.1 -2.9 -0.24
S -9.149 -5.116 7.685 6.3 2.8 5.0 1.07
O -9.005 -3.756 7.210 1.1 -1.5 -0.1 -0.57
O -8.036 -6.136 7.670 -2.4 2.7 -0.6 -0.60
F -9.267 -4.834 9.260 -0.2 -0.5 -0.1 -0.29
S -10.230 -6.021 5.884 -4.0 -1.8 -4.8 1.06
O -9.588 -7.315 5.622 -0.3 1.9 0.8 -0.57
O -10.053 -4.941 4.903 0.6 -1.8 2.3 -0.55
F -11.772 -6.398 5.564 0.4 0.0 0.4 -0.30
C -8.741 -14.724 -0.386 0.3 0.0 1.1 -0.37
C -7.511 -15.700 -0.424 -1.7 1.5 0.1 -0.20
O -6.649 -15.145 0.590 0.2 1.2 0.5 -0.33
C -7.270 -14.140 1.340 -1.0 0.2 -0.1 0.67
O -6.855 -13.501 2.289 -0.3 -1.9 -2.3 -0.53
O -8.548 -13.965 0.838 0.8 -0.5 0.1 -0.33
H -9.729 -15.183 -0.420 0.1 -0.1 0.4 0.29
H -8.696 -14.003 -1.202 0.2 -0.1 0.0 0.25
H -7.292 -15.526 -1.477 1.7 -0.5 0.3 0.24
H -7.651 -16.758 -0.202 -0.3 0.2 0.0 0.30
C -2.417 -16.588 10.413 1.2 -0.3 0.8 -1.29
C -2.459 -15.150 10.902 -0.9 0.0 -1.3 0.48
C -1.122 -14.451 11.134 0.4 -0.6 1.5 -0.46
O -0.982 -13.422 10.179 -1.3 0.9 -0.9 -0.32
C -2.192 -13.190 9.562 -0.9 -0.4 -1.1 0.63
O -2.487 -12.275 8.787 1.0 -3.2 2.8 -0.54
O -3.029 -14.305 9.888 0.3 2.5 -0.8 -0.37
H -3.265 -17.220 10.148 -0.6 1.1 -0.3 0.35
H -2.103 -17.115 11.314 0.7 -0.3 0.0 0.35
H -1.653 -16.653 9.637 0.0 -0.3 0.0 0.31
H -3.072 -15.100 11.803 -0.1 0.2 -0.1 0.26
H -0.239 -15.090 11.151 -0.1 -0.1 -0.6 0.33
H -1.170 -14.042 12.143 0.2 0.5 -0.1 0.27
```
Positions in Å, forces in eV/Å.